119
Properties=species:S:1:pos:R:3 method="wB97M-V/def2-TZVPD" homo_lumo_gap_ev=6.24 homo_energy_ev=-12.46 de_lowest_kj_mol=20.8 charge=+2 max_force_ev_per_a=2.4
H -3.000 1.524 -2.007
H -4.997 -4.897 3.962
P -1.694 -1.264 -1.331
C 1.786 1.937 -3.435
C -2.007 -4.673 -3.592
C 2.864 0.121 1.704
H 0.999 -1.632 4.601
C 3.437 5.520 -1.217
H 4.063 -2.953 -2.444
Zr 0.453 0.218 0.027
H -2.887 -5.889 3.125
H 2.271 3.780 -1.600
H 2.637 -4.984 1.353
H -3.566 0.600 -0.074
C -3.390 -2.062 3.042
O 4.750 3.520 2.183
C 1.695 -1.289 -2.480
C 0.420 2.225 -3.440
C -5.072 -2.922 0.349
H 1.013 -5.317 -2.199
H -1.096 -4.443 2.281
C -2.237 4.263 -2.239
H -1.174 3.084 -4.613
H -3.311 -3.655 -0.613
C 2.974 4.259 -0.935
C -2.188 1.221 -2.666
H -3.394 6.047 -2.492
H -2.724 -5.104 -4.280
O 1.824 1.853 -0.243
C -3.840 -2.774 -0.274
C 2.015 2.763 -5.684
O 0.773 -0.583 -2.136
C 3.407 3.551 0.201
C -2.165 -0.296 -2.834
H -0.602 -6.285 -3.806
C -1.834 6.312 -1.040
H -2.093 7.343 -0.833
C -1.064 1.311 2.914
C -0.192 -3.574 -1.823
C -3.987 -0.390 0.014
C -0.816 -5.340 -3.322
C 2.580 2.208 -4.544
O 3.501 -0.129 2.866
H -6.739 -1.926 1.264
H 0.350 3.918 -0.091
H -5.757 0.332 0.986
C 4.460 -1.654 0.663
H 2.524 -2.262 -3.875
H -3.538 -0.992 3.008
H -3.146 -0.645 -3.146
C 2.739 -1.586 -1.453
C -5.224 -0.542 0.629
C 1.228 -3.403 1.732
C 3.306 -0.886 0.657
C 0.092 -4.792 -2.428
C 2.852 2.215 0.392
C -4.215 -4.258 3.570
H 0.521 -3.150 -1.130
C 1.332 -2.373 3.889
O 1.540 0.250 1.747
H 0.748 -3.517 0.774
S -1.147 1.757 1.194
C -2.289 -3.461 -2.979
H -2.832 3.723 -2.966
H -3.236 -2.975 -3.180
H 5.496 5.916 1.454
P -0.650 1.946 -1.965
N 2.460 -0.898 -0.353
C 2.386 -3.213 4.229
C 2.865 -4.152 3.322
H 5.126 -1.633 1.516
C -1.227 2.036 5.208
H -1.310 0.478 6.688
C -1.173 3.652 -1.577
C -2.194 -2.618 2.608
H -1.305 2.840 5.931
C -0.778 5.709 -0.370
C 2.283 -4.245 2.065
C 4.333 4.160 1.070
O 3.481 1.428 1.217
H 3.099 6.044 -2.101
C -2.015 -3.997 2.623
H 2.250 1.528 -2.552
C -3.294 -1.502 -0.473
C 3.849 -2.379 -1.549
C -0.126 2.805 -4.585
H 2.833 -3.136 5.214
H -5.485 -3.915 0.494
H -1.452 -0.574 -3.609
C 4.788 5.444 0.780
H -2.371 1.677 -3.637
O 1.739 -1.725 -3.689
H 3.643 2.000 -4.513
C -4.393 -2.882 3.536
C -2.564 5.586 -1.971
As -0.796 -1.402 2.013
H -1.219 3.361 3.515
H 3.678 -4.813 3.598
H 4.727 7.107 -0.550
C 0.659 3.062 -5.700
C -3.030 -4.815 3.106
C -1.224 0.714 5.635
C -1.379 -2.896 -2.084
C -0.455 4.386 -0.633
C 4.351 6.111 -0.346
H -0.211 6.265 0.367
C -5.772 -1.807 0.787
H 3.221 0.523 3.522
H 0.212 3.505 -6.581
C 0.735 -2.467 2.639
C 4.712 -2.429 -0.448
H 5.595 -3.058 -0.481
H -1.167 -1.336 5.031
C -1.165 2.333 3.856
H 2.629 2.973 -6.552
C -1.127 -0.306 4.703
H -5.316 -2.442 3.895
C -1.015 -0.014 3.346
H 5.358 4.087 2.666



119
Properties=species:S:1:pos:R:3 method="wB97M-V/def2-TZVPD" homo_lumo_gap_ev=6.34 homo_energy_ev=-4.07 de_lowest_kj_mol=172.3 charge=-1 max_force_ev_per_a=0.6
C -4.771 -1.721 -4.601
H 2.356 1.531 -5.373
C 0.156 1.141 5.571
H 0.537 -4.906 1.625
H 2.423 -1.388 3.106
C -2.877 0.054 2.874
C -1.798 4.781 1.243
C 4.373 -0.592 3.500
C 2.659 1.798 -3.261
H 5.486 2.447 2.512
H -0.927 -2.484 -4.995
C 0.674 -1.033 -4.867
C 0.938 -0.701 6.887
H 2.456 -1.865 -3.980
C 4.815 1.607 2.648
H -3.376 -6.100 -0.212
H -4.389 5.062 4.090
C -3.230 6.126 2.629
H -2.424 -6.321 -2.510
H -2.037 -2.080 1.283
H -3.092 -3.021 -4.399
S -0.836 3.138 -3.130
H -5.605 -1.815 2.127
H -2.099 0.155 3.620
C -2.833 0.867 1.748
P 2.262 0.113 -2.666
H 3.421 -0.641 -0.135
H 4.853 -0.239 -4.153
C 6.526 -1.165 -1.360
N -1.711 -1.947 0.334
H 1.501 -1.353 -0.502
C 4.218 -0.719 -0.865
H 3.211 2.527 1.567
C -2.302 6.023 1.602
C -3.805 0.704 0.762
C 5.238 0.480 3.342
H 1.749 -1.323 7.255
C 0.345 -0.962 1.422
C 3.207 4.056 -2.585
H 2.947 2.418 -1.226
Te 0.478 2.708 4.148
C 1.209 0.366 6.040
C -2.747 -1.148 -3.401
C -3.157 3.743 2.934
H 0.850 -1.306 -5.912
H 0.422 -2.995 -3.992
O -1.524 3.904 -2.081
P -1.452 2.047 1.441
H 3.423 4.769 -1.799
H -2.754 0.801 -2.512
C 0.776 -1.796 0.171
P -1.066 -1.553 -2.720
H -2.283 -0.571 7.175
C -2.849 -5.270 -0.670
H -6.326 -0.237 -4.616
H 7.520 -1.448 -1.036
H -5.337 -2.435 -5.188
C 3.168 4.469 -3.912
C -4.600 0.411 -3.519
H -5.531 -0.382 0.108
C 3.965 -0.428 -2.202
H -3.625 7.095 2.908
H 0.138 -0.080 -4.880
H -1.985 1.369 5.669
C 3.084 -0.541 2.979
C -2.213 3.634 1.916
C -2.673 -4.108 0.042
C 0.062 -1.708 2.644
C 2.617 2.223 -4.583
H -3.034 -4.033 1.063
C 2.869 3.552 -4.906
P 1.028 0.736 1.454
C -1.290 -0.289 6.839
C 0.016 -3.054 2.665
C -3.320 0.081 -3.088
C -3.498 -2.045 -4.162
C 2.065 -0.872 -4.228
C -3.661 4.984 3.292
H -5.020 1.376 -3.260
H 2.820 3.870 -5.940
H -0.230 -3.571 3.587
C -2.322 -5.397 -1.956
C 5.492 -1.084 -0.443
H 6.241 0.436 3.750
Cd -0.586 0.945 -0.816
C -5.329 -0.489 -4.278
H -3.765 1.318 -0.134
H -0.101 -1.132 3.551
N -0.285 -1.040 7.290
C -0.205 -2.136 -4.253
C 2.648 0.586 2.285
C 0.465 -3.829 1.527
C -1.958 -3.015 -0.490
C -0.098 1.662 2.481
H 2.756 -0.480 -4.979
N -0.414 1.740 -2.873
C 6.289 -0.870 -2.699
C 5.021 -0.497 -3.113
C -4.838 -1.057 2.027
C -4.800 -0.250 0.896
H 7.099 -0.919 -3.416
H 5.665 -1.291 0.606
C -1.541 -3.088 -1.842
H 1.397 -3.821 -0.362
H -1.341 -4.378 -3.542
H 4.698 -1.478 4.034
C -3.877 -0.902 3.017
H -1.980 6.909 1.070
C -1.124 0.798 5.995
H -3.497 2.850 3.446
H -3.893 -1.538 3.895
C 3.536 1.652 2.121
C -1.699 -4.302 -2.521
H 3.356 5.505 -4.166
C 2.947 2.735 -2.265
H -1.100 4.689 0.419
C -0.567 -1.089 0.201
H 2.226 0.567 5.728
C 0.914 -3.230 0.409



128
Properties=species:S:1:pos:R:3 method="wB97M-V/def2-TZVPD" homo_lumo_gap_ev="7.90 / 8.04" homo_energy_ev="-12.48 / -12.59" spin_multiplicity=2 de_lowest_kj_mol=0.0 charge=+2 max_force_ev_per_a=1.2
C -5.277 1.890 2.376
C 1.762 -4.325 -1.184
C -2.580 2.074 1.910
H 4.601 -0.525 -2.278
H -1.287 0.317 6.495
C -3.304 3.234 2.132
O 0.770 1.158 -1.314
H -0.952 -4.268 -4.161
H 1.403 -5.356 -1.154
H 0.770 -2.352 -5.100
C 3.244 -0.190 -0.656
C -1.299 -2.358 3.725
P -2.093 -0.657 1.667
H -0.921 3.698 3.725
C 3.014 0.467 0.555
C 0.261 -1.958 -4.221
C 3.947 1.391 1.007
H -1.842 0.955 4.201
C 2.371 0.439 -5.894
H -0.817 -3.757 5.268
Cl -1.554 3.090 -1.857
H 3.686 -4.273 4.639
C -4.538 0.734 2.143
C 2.626 1.026 -4.663
C -4.417 0.389 -2.244
C 1.917 2.258 4.873
C -5.270 0.974 -3.178
C -4.753 -4.365 0.967
C 0.382 1.925 -4.632
C 5.351 0.941 -0.896
C 1.259 1.257 2.765
O -0.762 3.748 0.990
H 1.936 -2.793 5.572
C -3.798 2.862 -3.341
H 6.269 1.110 -1.445
O -2.411 0.454 -0.936
C 0.160 2.113 2.760
C -4.664 3.133 2.390
H -2.815 4.196 2.052
C 0.803 3.091 4.847
C 2.138 1.354 3.850
C 2.286 -2.650 4.558
C 0.133 1.330 -5.862
H -0.362 -4.348 0.615
H -3.715 -4.558 -0.898
H 0.935 0.145 -7.460
H 2.612 2.308 5.701
H 2.955 6.212 -1.757
Cl -6.711 0.168 -3.633
H 2.991 0.689 3.906
Ti -0.651 0.316 -0.353
P 1.500 -0.019 1.470
H 0.751 -4.760 -4.165
H 0.626 3.792 5.652
C -1.283 -0.437 5.719
C 4.415 0.025 -1.364
H 1.023 -3.383 1.148
C -3.058 -2.842 0.210
H 3.592 0.926 -4.186
N 0.689 -3.374 -0.917
C -4.962 2.211 -3.739
C -1.588 -0.077 4.412
H -0.771 -1.725 -4.510
C 1.745 -1.627 3.790
C 1.629 1.765 -4.048
C -0.037 -4.303 -3.565
H 3.267 5.278 -3.865
H -2.362 -2.525 -0.552
H 2.523 -4.210 -0.410
C 3.179 -2.246 1.972
H -0.864 -1.068 -2.424
C -2.963 2.269 -2.403
H -5.361 -5.246 0.811
C -1.596 -1.032 3.399
H 3.567 -2.097 0.975
H -0.808 -2.044 7.058
Cl -3.388 4.392 -4.001
H 2.505 -0.886 -1.040
H -5.623 -3.912 2.879
C -1.025 -2.722 5.032
C 3.355 5.363 -1.201
H 4.200 3.804 -4.209
H -4.218 -1.941 3.264
H 0.766 -1.044 -3.913
Cl -4.829 -1.121 -1.544
C -4.120 -2.492 2.336
C 1.472 2.214 -1.559
C 2.186 -1.407 2.488
N 1.915 2.452 -2.820
C -0.070 3.031 3.780
H 3.779 1.941 1.923
H -0.833 1.461 -6.333
H 4.479 -3.908 2.318
H 3.224 5.564 -0.141
H -1.314 -3.125 2.960
C 2.649 4.101 -1.556
C -3.171 0.805 1.920
H 5.831 2.348 0.650
C 3.263 -3.480 4.036
N 0.334 -2.948 -3.160
C 0.189 -2.545 -1.863
S -0.903 2.313 1.337
H 0.983 -0.994 4.228
H -0.370 2.528 -4.141
C 3.705 -3.277 2.735
H -0.225 -4.924 -2.696
C 5.108 1.632 0.281
H 2.558 4.002 -4.860
C -3.827 -3.982 0.011
C -3.237 1.019 -1.847
C 1.927 3.247 -0.744
C 3.207 4.204 -4.013
C 1.126 0.593 -6.493
C -1.013 -1.761 6.034
H -6.344 1.814 2.536
C -4.904 -3.613 2.128
H 4.422 5.292 -1.413
Cl -6.010 2.935 -4.881
H -5.246 4.027 2.568
H 2.213 -4.131 -2.152
H -5.043 -0.222 2.118
C 0.193 -3.421 0.447
C -3.190 -2.091 1.371
N -0.386 -1.388 -1.584
H 3.146 -0.130 -6.389
N 2.634 3.621 -2.807
H -0.462 -2.582 0.632
H 1.739 3.381 0.308



133
Properties=species:S:1:pos:R:3 method="wB97M-V/def2-TZVPD" homo_lumo_gap_ev="5.31 / 7.61" homo_energy_ev="-1.46 / -3.77" spin_multiplicity=2 de_lowest_kj_mol=0.0 charge=-2 max_force_ev_per_a=0.7
H -1.431 3.538 -0.796
H -0.894 3.765 3.939
Ge -0.714 0.792 3.189
C -2.113 0.451 5.762
C 4.739 -2.546 0.854
O 4.614 -4.297 -1.110
C 2.011 -2.781 4.848
C 1.455 5.381 -4.115
C 2.685 3.254 2.606
P 1.488 1.444 -2.854
H -2.319 -0.594 -3.019
O -2.208 2.182 1.429
C -0.068 -0.855 -5.833
H 3.138 -1.255 5.864
C 2.278 4.512 3.027
C -3.543 -0.439 -1.252
S -0.367 -3.572 -2.250
C -3.966 0.745 -3.320
H 5.361 1.087 -5.999
H -1.890 -5.607 -3.451
N 1.361 3.337 -0.471
C 1.416 3.274 -2.900
H 1.191 5.914 -0.775
C -2.053 1.221 4.594
C -4.834 -4.517 -2.178
H 0.644 5.661 3.830
C 1.331 3.973 -1.678
H 6.964 0.597 -4.175
H -3.857 -4.635 3.232
H -3.095 -4.158 0.946
C 2.293 -1.469 5.217
C 0.123 -1.998 3.578
C 0.107 3.605 3.559
H -3.121 0.040 7.610
C -3.032 2.206 4.418
H -4.948 -0.029 0.325
C -1.091 -0.084 -6.366
C -1.774 2.505 -0.882
H -6.268 1.555 -0.976
O 6.057 -2.493 0.253
H 3.801 0.733 -1.326
H 5.515 -3.228 2.732
P 4.314 -0.806 1.374
O 2.503 -3.970 0.171
C 1.502 -0.429 4.745
O 3.226 -2.129 -1.468
H -1.247 2.014 -1.698
H 3.783 -3.545 2.504
H -3.677 0.961 -4.340
H 1.072 3.839 0.352
H 2.962 5.352 2.984
C -5.413 1.076 -1.439
H 1.514 5.915 -5.055
C 4.118 0.843 -2.356
C -3.326 -3.336 1.614
O 4.813 -0.763 2.920
C 4.757 -3.534 2.012
C 5.017 1.028 -4.973
C 3.216 1.139 -3.372
K 0.935 -0.965 -0.480
H 1.497 -0.982 -4.382
H -5.667 2.061 -3.331
O -0.299 -2.204 -2.747
C 1.499 3.998 -4.088
C -3.885 -1.254 3.358
H -3.026 2.784 3.502
H 2.142 1.209 2.298
C -4.019 2.414 5.373
H -4.080 -0.435 4.037
H -5.044 -2.818 -0.899
H 1.612 -3.880 -0.265
H 0.102 -1.864 -6.186
C 5.465 0.662 -2.640
H -3.242 0.050 1.795
H -2.843 2.528 -1.098
C -0.538 1.685 -4.830
C -3.173 -2.024 1.173
C -4.062 1.639 6.525
O 0.062 -3.653 -0.842
H -4.391 -2.776 4.785
H 1.282 7.148 -2.897
C 0.512 0.928 -4.308
C 1.802 2.180 2.648
C 1.272 5.378 -1.714
H -4.839 1.800 7.264
C 3.676 1.224 -4.687
C 0.980 4.684 3.500
C -5.077 1.360 -2.753
H 5.518 -3.937 -1.096
C 0.399 -0.679 3.922
H 0.706 -4.059 3.723
C -1.549 1.792 0.443
H 1.199 2.341 -0.427
O 5.242 0.026 0.547
H 2.977 1.427 -5.490
H -0.745 2.670 -4.428
H 4.031 -0.754 3.492
H -4.769 3.181 5.207
P -2.410 -1.655 -0.451
H -2.129 1.796 -6.256
C -3.200 -0.135 -2.574
C 0.925 -3.043 4.029
C 0.503 2.334 3.133
C 5.916 0.753 -3.947
C -2.601 -5.014 -2.892
C -3.425 -0.984 2.077
C -3.103 0.655 6.717
H -5.897 -4.731 -2.179
H -0.717 -2.222 2.926
H 2.643 -3.592 5.192
C 0.727 -0.354 -4.814
C -2.990 -3.127 -1.425
H 6.175 -1.536 0.073
O 0.214 -4.579 -3.106
H 4.979 -4.543 1.660
C -1.324 1.187 -5.859
O -0.736 0.816 0.471
C -4.352 -3.439 -1.457
C -3.756 -3.606 2.907
H -1.381 -0.332 5.927
H 1.746 0.591 5.018
C -4.052 -2.568 3.777
C -4.656 0.178 -0.697
H 6.134 0.435 -1.819
H 1.588 3.452 -5.021
C -2.124 -3.929 -2.164
H 3.685 3.094 2.219
O 2.830 -0.615 1.402
C -3.953 -5.314 -2.898
H -4.316 -6.161 -3.468
H -1.714 -0.479 -7.160
P 3.665 -3.157 -0.501
C 1.329 6.065 -2.906